An isolated ion of composition C8H12FN2 and charge +1 in a non-equilibrium geometry, computed with ωB97M-V with the def2-TZVPD basis set.

Last column: Löwdin charge in e.
Cartesian coordinates (Å):
F -0.04226 -2.53574 -0.16863  0.11
N 0.77569 0.68315 0.67869  0.04
N -2.19761 0.01891 0.96004  0.07
C -0.45224 0.72908 -1.52200  0.01
C 1.45523 -0.06696 1.76350  0.01
C -0.56975 -1.34612 -0.14168  -0.15
C 0.43423 -0.09672 -0.62771  -0.32
C -1.71170 -1.17655 0.60477  -0.06
C -1.61937 1.23976 -1.09257  -0.01
C -2.14741 1.06955 0.25436  -0.14
C 1.71980 -0.63039 -1.23859  0.02
H 2.34758 0.30485 2.09778  0.08
H -0.18194 1.02389 -2.51321  0.12
H 2.09552 -1.46903 -0.71499  0.08
H -2.11017 1.84900 -1.71006  0.08
H 0.81314 -0.17750 2.63559  0.12
H 1.60010 -1.07495 -2.18164  0.10
H -2.46221 -1.88139 0.65399  0.12
H -2.75576 1.84620 0.67307  0.12
H 2.33260 0.16784 -1.23558  0.06
H 1.23522 1.65746 0.27638  0.27
H -0.17072 0.94966 1.10986  0.15
H 1.61201 -1.08402 1.43863  0.10

The HOMO-LUMO gap comes out at 9.1 eV. The SMILES is C[NH2+][C@]1(C)C=CC=NC=C1F. The charge is +1. The multiplicity is 1.

***

A 2-piece molecular cluster, C2H5IOS overall, computed with ωB97M-V with the def2-TZVPD basis set.

Last column: Löwdin charge in e.
Cartesian coordinates (Å):
I 2.74772 0.53207 -0.53508  0.48
S 1.35464 -0.46601 1.05489  0.27
O 0.55776 -2.45442 -0.65946  -0.20
C -0.23153 0.38037 0.82424  -0.63
C -0.76700 0.21647 -0.57992  -0.20
H -0.60935 -0.82802 -0.87893  0.02
H -1.82785 0.45270 -0.61268  0.08
H -0.87308 -0.12304 1.55147  0.07
H -0.24222 0.86357 -1.28130  0.04
H -0.10910 1.42633 1.11678  0.07

The HOMO-LUMO gap (spin up / spin down) comes out at 6.9 / 7.3 eV. The multiplicity is 1.

***

Number 1: energy -14178.1866 eV. Number 2: energy -23133.4742 eV.